1.
DFT (ωB97M-V/def2-TZVPD) results for a cluster of 2 separate species, C3H12N2O2 in total at a distorted geometry.

The geometry in XYZ format:
```
19
Properties=species:S:1:pos:R:3:nbo_charge:R:1
N 1.411 -0.604 -1.676 -0.8824
C -0.107 -0.524 -1.624 -0.0805
N -0.645 -1.527 -0.694 -0.6438
C -0.791 -0.956 0.752 -0.2633
C 0.626 -0.660 1.273 -0.1013
O 1.259 0.657 0.930 -0.7452
H 1.736 -0.204 -2.518 0.3530
H 1.778 0.021 -0.941 0.3802
H -0.540 0.511 -1.446 0.1716
H -0.397 -1.012 -2.616 0.1872
H 0.210 -2.164 -0.831 0.3715
H -1.424 -0.042 0.606 0.1860
H -1.400 -1.550 1.418 0.2135
H 0.604 -0.872 2.327 0.1721
H 1.296 -1.577 0.885 0.1914
H 0.574 1.324 0.921 0.4857
O -1.194 3.048 0.787 -0.9556
H -1.015 3.567 1.594 0.4842
H -1.983 2.563 0.852 0.4757
```

Computed properties:
2S+1 ... 1
HOMO ... -8.70 eV
Orbital gap ... 0.3377 Ha
SMILES string ... NCNCCO.O

2.
DFT (ωB97M-V/def2-TZVPD) results for a cluster of 3 separate species, C3H12N2O2 in total at a distorted geometry.

The geometry in XYZ format:
```
19
Properties=species:S:1:pos:R:3:nbo_charge:R:1
C -1.184 -0.534 1.061 -0.6469
C -0.787 0.807 0.552 0.0786
N 0.557 1.241 0.794 -0.8559
C -1.419 1.476 -0.431 -0.0705
N -0.800 2.119 -1.517 -0.8357
H -2.273 -0.587 0.963 0.2261
H -0.780 -1.374 0.502 0.2292
H -0.999 -0.612 2.138 0.1950
H 0.922 0.999 1.704 0.3640
H 0.586 2.249 0.742 0.3749
H -2.502 1.471 -0.426 0.1845
H -1.351 2.028 -2.353 0.3780
H 0.145 1.783 -1.634 0.3799
O 0.471 -3.046 -1.036 -0.9331
H 0.605 -3.360 -0.133 0.4652
H 0.323 -3.873 -1.510 0.4697
O 3.042 -0.353 -0.134 -0.9370
H 3.336 0.081 0.673 0.4580
H 2.108 -0.515 0.045 0.4762
```

Computed properties:
2S+1 ... 1
HOMO ... -6.92 eV
Orbital gap ... 0.2792 Ha
SMILES string ... C/C(N)=C/N.O.O

3.
DFT (ωB97M-V/def2-TZVPD) results for a cluster of 3 separate species, C3H12N2O3 in total at a distorted geometry.

The geometry in XYZ format:
```
20
Properties=species:S:1:pos:R:3:nbo_charge:R:1
N -0.046 2.156 -1.879 -0.8348
C -0.268 1.583 -0.564 -0.1595
C 0.944 1.692 0.393 -0.6675
C -0.580 0.101 -0.857 0.6371
N -1.879 -0.199 -0.977 -0.8182
O 0.318 -0.692 -1.045 -0.6511
H 0.807 1.786 -2.276 0.3631
H 0.029 3.166 -1.898 0.3523
H -1.123 2.066 -0.085 0.1813
H 1.418 0.754 0.669 0.2568
H 0.739 2.218 1.311 0.2029
H 1.688 2.298 -0.119 0.1904
H -2.136 -1.107 -1.336 0.4050
H -2.606 0.412 -0.652 0.3834
H -0.498 -3.212 1.922 0.3266
H -1.753 -4.180 2.123 0.3780
O -1.324 -3.548 1.533 -1.3201
H 1.880 -2.268 1.806 0.3822
H 2.003 -1.489 0.520 0.4737
O 2.386 -1.537 1.413 -1.0817
```

Computed properties:
2S+1 ... 2
HOMO (alpha / beta) ... 0.91 / -6.67 eV
Expectation value of S² ... 0.750
Orbital gap (alpha / beta) ... 0.0963 / 0.3654 Ha
Total charge ... -1

4.
DFT (ωB97M-V/def2-TZVPD) results for a cluster of 3 separate species, C3H12N2O3 in total at a distorted geometry.

The geometry in XYZ format:
```
20
Properties=species:S:1:pos:R:3:nbo_charge:R:1
N -2.153 0.937 0.413 -0.8784
C -1.210 0.200 1.226 -0.0481
N 0.197 0.128 0.652 -0.6882
C 0.849 1.427 0.911 -0.3467
C 1.236 1.942 -0.445 0.4234
O 1.489 3.131 -0.511 -0.5447
H -2.175 1.941 0.421 0.3763
H -2.464 0.479 -0.428 0.3701
H -1.601 -0.794 1.365 0.1895
H -1.051 0.738 2.194 0.1599
H 0.553 -0.802 0.807 0.3930
H 0.350 2.242 1.459 0.2319
H 1.803 1.170 1.440 0.2211
H 1.174 1.356 -1.355 0.1385
O 0.213 -3.601 1.066 -0.9351
H -0.051 -3.440 0.149 0.4696
H 1.141 -3.830 0.935 0.4675
O 0.649 -1.307 -3.110 -0.9362
H -0.210 -1.020 -3.445 0.4678
H 1.261 -0.899 -3.745 0.4688
```

Computed properties:
2S+1 ... 1
HOMO ... -8.69 eV
Orbital gap ... 0.3374 Ha
SMILES string ... NCNCC=O.O.O

5.
DFT (ωB97M-V/def2-TZVPD) results for a cluster of 3 separate species, C3H12N2O3 in total at a distorted geometry.

The geometry in XYZ format:
```
20
Properties=species:S:1:pos:R:3:nbo_charge:R:1
C -2.531 -0.527 -0.023 -0.3829
C -1.577 0.145 0.803 0.2693
C -0.128 0.220 0.590 0.0468
N 0.733 -0.911 1.088 -0.3152
O 0.200 0.260 -0.784 -0.6492
N -2.580 -0.091 -1.483 -0.6777
H -2.182 -1.563 -0.115 0.2600
H -3.531 -0.493 0.391 0.2574
H 0.266 1.125 1.068 0.2767
H -2.016 0.706 1.640 0.2417
H 1.550 -1.172 0.477 0.4669
H 0.189 -1.694 1.456 0.3965
H -1.659 0.278 -1.721 0.3904
H -3.203 0.705 -1.607 0.3805
H 1.150 0.292 -0.627 0.5356
H 3.841 -1.061 -0.822 0.4827
O 3.027 -0.550 -0.773 -0.9455
H 2.929 0.677 -0.201 0.4798
H 2.954 2.240 0.161 0.4848
O 2.569 1.413 0.482 -0.9986
```

Computed properties:
2S+1 ... 2
HOMO (alpha / beta) ... -12.35 / -13.70 eV
Expectation value of S² ... 1.048
Orbital gap (alpha / beta) ... 0.1186 / 0.1791 Ha
Total charge ... +1

6.
DFT (ωB97M-V/def2-TZVPD) results for a cluster of 2 separate species, C3H12N2S in total at a distorted geometry.

The geometry in XYZ format:
```
18
Properties=species:S:1:pos:R:3:nbo_charge:R:1
C -0.835 -1.201 -0.753 -0.7525
S -1.382 0.243 -1.677 0.1596
C -2.915 0.707 -0.810 -0.7313
H -1.539 -2.006 -0.970 0.2065
H -0.909 -0.992 0.313 0.2338
H 0.177 -1.545 -0.944 0.2266
H -2.610 1.307 0.039 0.2131
H -3.397 1.379 -1.518 0.2280
H -3.579 -0.095 -0.555 0.2183
N 0.868 0.818 0.708 -0.8722
C 2.199 0.414 1.051 -0.0562
N 2.711 -0.918 0.652 -0.8123
H 0.694 1.272 -0.189 0.3690
H 0.622 1.649 1.245 0.3573
H 2.951 1.122 0.659 0.1501
H 2.297 0.448 2.138 0.1763
H 2.021 -1.599 0.972 0.3442
H 2.627 -1.003 -0.360 0.3418
```

Computed properties:
2S+1 ... 1
HOMO ... -8.44 eV
Orbital gap ... 0.3431 Ha
SMILES string ... CSC.NCN

The E results, record by record, are as follows: -381.42016, -381.44377, -456.71319, -456.67140, -456.17320, -629.16183 Ha.